C27H26ClN4PS3W | the ωB97M-V functional and the def2-TZVPD basis

Each line ends with the Löwdin charge.
Atoms and positions in Å:
W: 0.64886 0.12083 -0.04971  0.7115
Cl: -1.06496 -1.64467 0.40350  0.7346
C: -2.32692 -1.12231 1.52129  -0.5464
C: -3.33268 -1.99917 1.85319  -0.0336
C: -4.34693 -1.52913 2.68714  0.0236
C: -4.32294 -0.23076 3.17882  0.0143
C: -3.28096 0.62689 2.84759  -0.0198
C: -2.27261 0.18683 1.99194  -0.3696
P: -0.90387 1.25463 1.53196  0.9867
C: -0.55140 2.40069 2.85367  -0.3652
C: -0.23058 1.81586 4.08966  -0.0814
C: 0.04168 2.63902 5.16579  -0.0118
C: 0.02413 4.02262 4.99601  0.0171
C: -0.31262 4.59050 3.77120  -0.0121
C: -0.58262 3.78656 2.67581  -0.0526
C: -1.25008 2.00471 -0.08516  -0.3873
C: -0.03121 2.35090 -0.76722  -0.3101
C: -0.10868 2.74764 -2.12677  -0.0202
C: -1.33056 2.76762 -2.77556  0.0110
C: -2.50138 2.44139 -2.08788  0.0584
C: -2.46142 2.02387 -0.75187  0.0016
H: -3.34828 -3.02015 1.49229  0.1384
H: -5.15552 -2.19712 2.95504  0.1470
H: -5.11472 0.11235 3.83183  0.1440
H: -3.24542 1.63395 3.24614  0.1353
H: -0.21793 0.73784 4.21388  0.1140
H: 0.27355 2.20597 6.12955  0.1361
H: 0.28875 4.66396 5.82707  0.1408
H: -0.37426 5.66561 3.66663  0.1365
H: -0.85190 4.23583 1.72760  0.1186
H: 0.78122 2.78999 -0.18217  0.1011
H: 0.77920 3.09921 -2.64035  0.1477
H: -1.38517 3.09470 -3.80648  0.1460
H: -3.45880 2.52138 -2.58992  0.1503
H: -3.37590 1.76672 -0.22990  0.1389
S: 2.84622 1.00816 -0.13562  0.8178
C: 3.74306 0.46290 1.22779  -0.6062
C: 5.08277 0.92321 1.34859  -0.1997
N: 6.16961 1.29677 1.40969  0.3027
C: 3.16010 -0.38381 2.13157  -0.6177
S: 1.55989 -0.96626 1.87999  0.7690
C: 3.82222 -0.83121 3.30743  -0.2062
N: 4.31180 -1.15980 4.29583  0.2972
C: 3.07624 -2.34497 -1.85524  -0.0317
N: 1.95528 -2.89674 -2.59304  -0.1752
C: 1.83645 -4.36406 -2.57201  0.0144
C: 0.98956 -2.14550 -3.11570  -0.5392
S: 0.42377 -0.61499 -2.29425  0.7441
N: 0.38724 -2.44318 -4.23461  -0.1433
C: -0.88647 -1.86972 -4.67869  -0.0166
C: 1.01020 -3.36130 -5.19940  0.0310
H: 3.94753 -2.97437 -2.04080  0.1290
H: 2.88081 -2.35725 -0.77728  0.0817
H: 3.31448 -1.34337 -2.19757  0.0833
H: 2.04887 -4.71252 -1.56032  0.1176
H: 2.55877 -4.83379 -3.24082  0.1206
H: 0.83358 -4.68029 -2.84612  0.1079
H: -1.47220 -1.48575 -3.84967  0.0633
H: -1.46074 -2.64995 -5.17629  0.1246
H: -0.71330 -1.07470 -5.40663  0.1238
H: 2.08354 -3.42745 -5.04364  0.1132
H: 0.82421 -2.97673 -6.20162  0.1261
H: 0.56947 -4.35811 -5.14622  0.1250

Output
**Net charge**: +4
**Relative energy (zero: lowest compared OMol25 entry of this formula, charge and spin)**: 0.0000 eV



C10H9Cl3O | the ωB97M-V functional and the def2-TZVPD basis

Each line ends with the Löwdin charge.
Atoms and positions in Å:
C: 1.17525 1.54691 -1.75080  -0.1086
C: 0.95779 0.86819 -0.36446  -0.7464
Cl: 1.41183 2.02792 0.97790  0.6984
C: -0.39959 0.19514 -0.01739  -0.2733
C: -1.26410 -0.24959 -1.00848  -0.0904
C: -2.37934 -0.90145 -0.68166  -0.0947
C: -2.83263 -0.95655 0.62061  -0.0996
C: -1.97892 -0.59553 1.63467  -0.0599
C: -0.73926 0.04682 1.33322  -0.0723
C: 1.97868 -0.31309 -0.12424  -1.0389
Cl: 1.49383 -1.68435 -1.21923  0.7329
Cl: 3.69037 0.31194 -0.36937  0.6135
C: 1.96500 -0.86260 1.29115  -0.4159
O: 1.23313 -1.75031 1.52641  0.0472
H: 2.24316 1.72025 -2.08927  0.0751
H: 0.63877 1.08693 -2.53531  0.0386
H: 0.74944 2.64530 -1.72241  0.1206
H: -0.94165 -0.04599 -2.01743  0.1012
H: -3.13859 -1.25837 -1.38603  0.1169
H: -3.81907 -1.28261 0.94103  0.1078
H: -2.38398 -0.74644 2.71103  0.1356
H: -0.11632 0.58879 2.03992  0.0656
H: 2.45621 -0.39131 2.21014  0.1467

Output
**Net charge**: 0
**Relative energy (zero: lowest compared OMol25 entry of this formula, charge and spin)**: 0.0414 eV



C3H40NO16 | the ωB97M-V functional and the def2-TZVPD basis

Each line ends with the Löwdin charge.
Atoms and positions in Å:
C: 0.09230 0.91807 0.11004  -0.1090
C: 0.03519 2.10874 -0.85953  -0.1567
C: 0.70453 3.36286 -0.22478  -0.2205
O: 1.13449 4.30682 -1.21343  -0.0781
N: -1.19725 0.21422 -0.13799  0.1729
H: 0.08894 1.13210 1.16235  0.0954
H: 0.99492 0.41803 -0.22199  0.1004
H: 0.58060 2.11007 -1.80443  0.1126
H: -0.95134 2.51230 -1.01754  0.0703
H: 0.11369 4.00691 0.42612  0.1333
H: 1.60507 3.10220 0.29354  0.0960
H: 0.38968 4.79381 -1.56843  0.0989
H: -1.09367 -0.49178 -0.87063  0.0971
H: -1.99013 0.85067 -0.23840  0.0888
H: -1.53922 -0.36669 0.63281  0.0947
H: -0.52485 -2.89382 3.28151  0.0455
H: -0.81092 -1.40793 3.43549  0.0267
O: -1.19513 -2.21660 3.09090  -0.0514
H: -4.36508 -0.91160 -0.85909  0.0646
H: -4.01682 -1.10423 0.59341  0.0695
O: -4.08281 -0.40650 -0.08417  -0.0297
H: 0.11957 -0.04760 -3.30265  0.0336
H: 1.44599 -0.25926 -3.14901  0.0838
O: 0.65920 -0.47975 -2.61203  -0.0588
H: 1.50528 -2.59348 1.93003  0.0028
H: 1.76801 -3.84823 2.89290  0.0671
O: 1.32933 -3.00303 2.79080  -0.0485
H: -0.62693 -4.82776 -0.72801  0.0148
H: -0.94626 -3.91824 -1.92690  -0.0023
O: -0.56609 -4.77356 -1.67957  -0.0402
H: -1.10949 0.79990 2.69877  -0.0041
H: -2.51756 0.38650 3.37898  0.0707
O: -2.06033 0.70273 2.58696  -0.0410
H: -1.10154 -2.38166 1.43709  0.0015
H: -1.93108 -2.20571 0.07462  0.0180
O: -1.08485 -2.47265 0.45471  -0.0711
H: 3.03192 3.71120 -1.11582  0.0200
H: 3.49024 2.25651 -1.05401  0.0061
O: 3.81077 3.14161 -1.24758  -0.0406
H: 0.94324 -3.96982 0.25108  0.0261
H: 2.03744 -3.74627 -0.79045  0.0587
O: 1.74432 -3.45480 0.07527  -0.0522
H: 1.60052 0.99017 3.20691  0.0635
H: 1.38414 -0.45833 3.03972  0.0304
O: 0.88590 0.34350 3.28028  -0.0505
H: 3.96336 2.11869 0.59178  0.0340
H: 4.98160 0.75950 0.46953  0.0811
O: 4.20977 1.21540 0.79401  -0.0290
H: 2.47153 -1.23196 0.23583  0.0374
H: 3.01303 -0.02835 0.90128  0.0077
O: 2.38057 -0.76752 1.07810  -0.0868
H: -3.48841 1.86411 -0.28866  0.0124
H: -3.61098 3.39952 0.04381  0.0748
O: -3.06355 2.60428 0.15567  -0.0424
H: -1.89961 -1.36640 -2.99758  0.0623
H: -0.66655 -2.16876 -2.62789  0.0439
O: -1.54676 -1.93743 -2.30611  -0.0547
H: -1.71551 1.88599 -4.27456  0.0710
H: -1.52883 2.14026 -2.72756  0.0145
O: -1.28356 1.58303 -3.46550  -0.0355

Output
**Net charge**: +1
**Relative energy (zero: lowest compared OMol25 entry of this formula, charge and spin)**: 3.9486 eV



C4H9BeCl2InOP | the ωB97M-V functional and the def2-TZVPD basis

Each line ends with the Löwdin charge.
Atoms and positions in Å:
C: 2.57472 0.79967 0.51618  -0.1284
C: 1.75903 0.41667 -0.68481  -0.8227
Cl: 2.17841 1.25935 -2.11777  0.7654
C: 0.79528 -0.53844 -0.70392  -0.8337
Cl: -0.13089 -0.83282 -2.12500  0.5673
In: 0.35824 -1.76453 1.00890  0.5315
P: -1.72641 -0.06080 1.14828  1.0151
C: -2.48148 0.29132 -0.40948  -0.3885
O: -1.15373 1.31974 1.67199  -0.2624
H: 3.42822 0.12456 0.61592  0.1065
H: 1.99707 0.76685 1.44101  0.0491
H: 2.97323 1.80443 0.38789  0.0810
H: 1.41905 -1.61224 2.33060  -0.0783
H: -0.27396 -3.32648 0.77294  -0.0872
H: -1.81902 0.93231 -1.00302  0.0516
H: -2.64541 -0.66773 -0.95557  -0.1354
H: -3.44899 0.79818 -0.31550  0.0821
H: -0.31805 1.66283 1.32251  0.0916
Be: -3.48530 -1.37288 -2.90114  0.3955

Output
**Net charge**: +1
**DFT total energy**: -46236.6887 eV



no.,strongest force on any atom (eV/A)
1,1.52
2,3.82
3,3.59
4,2.18